{"formula": "C26H23AuN2O7", "method": "wB97M-V/def2-TZVPD", "lumo_ha": [0.0048, -0.1148], "total_energy_ha": -1776.3375, "homo_ev": [-7.55, -8.34], "spin_multiplicity": 3, "total_charge": 0, "orbital_gap_ev": [7.7, 5.2], "s_squared": 2.02, "e_above_lowest_kcal_mol": 10.0, "species": ["Au", "O", "C", "C", "C", "C", "C", "C", "C", "O", "O", "H", "H", "H", "H", "H", "C", "C", "C", "C", "C", "C", "H", "H", "H", "H", "H", "O", "C", "O", "C", "C", "C", "C", "O", "C", "O", "C", "C", "H", "H", "H", "H", "H", "C", "C", "C", "C", "N", "N", "C", "H", "H", "H", "H", "H", "H", "H", "H"], "xyz": [[0.169871, 0.177194, -0.234853], [-0.283886, -2.865076, -1.894740], [-1.550703, -3.403438, -1.858563], [-2.008167, -4.241232, -2.866383], [-3.269765, -4.809852, -2.775544], [-4.066747, -4.553632, -1.669371], [-3.595435, -3.716975, -0.668014], [-2.346443, -3.116655, -0.758561], [-1.886981, -2.164243, 0.326170], [-1.607151, -2.666063, 1.428852], [-1.846349, -0.942990, 0.001138], [0.092507, -3.032732, -2.765450], [-1.372904, -4.450762, -3.720917], [-3.618469, -5.462293, -3.565156], [-5.049319, -4.998075, -1.587638], [-4.206341, -3.506828, 0.200763], [-0.326515, 0.918311, -4.985861], [-1.279658, 0.210331, -4.264156], [-1.132930, 0.025488, -2.895834], [-0.024948, 0.543526, -2.223273], [0.914048, 1.270753, -2.952973], [0.766521, 1.456109, -4.325460], [-0.441329, 1.060274, -6.053033], [-2.146690, -0.199540, -4.768416], [-1.879177, -0.525402, -2.337937], [1.758436, 1.730797, -2.451539], [1.503516, 2.031374, -4.873104], [-0.070345, -0.415961, 4.054218], [0.223905, -0.677910, 2.898018], [0.245084, 0.120717, 1.916459], [0.671965, -2.130903, 2.667415], [0.831973, -2.698102, 1.357686], [1.160183, -4.024748, 1.141617], [1.327750, -4.775100, 2.278103], [1.633739, -6.072929, 2.383906], [1.699670, -6.385024, 3.776539], [1.440435, -5.178847, 4.486118], [1.204461, -4.215869, 3.581718], [0.884748, -2.901357, 3.800485], [0.735111, -2.051417, 0.499626], [1.249320, -4.442210, 0.150360], [2.699984, -6.743235, 4.018121], [0.934978, -7.123200, 4.016881], [0.739307, -2.474227, 4.781037], [5.314749, -0.729325, -2.469790], [4.443769, -0.320815, -1.331495], [4.745381, 0.214532, -0.099005], [3.508065, 0.445143, 0.538965], [2.521452, 0.058998, -0.258704], [3.102193, -0.404313, -1.380036], [3.269108, 1.016296, 1.895145], [6.333544, -0.877415, -2.119088], [5.331279, 0.039616, -3.243484], [4.969226, -1.657865, -2.924179], [5.725116, 0.427901, 0.292558], [2.510372, -0.666413, -2.153661], [3.922597, 1.872868, 2.058801], [3.492618, 0.276829, 2.666742], [2.232475, 1.319889, 2.015035]], "atomic_forces_ev_per_a": [[-0.1, 0.1, 0.2], [0.0, -0.1, 0.0], [0.1, 0.0, 0.0], [0.0, 0.0, 0.0], [0.0, 0.0, 0.0], [0.0, 0.0, 0.0], [0.0, 0.0, -0.1], [-0.3, 0.0, 0.1], [-0.1, 0.3, -0.3], [0.2, -0.1, 0.2], [0.1, -0.2, -0.1], [0.0, 0.1, 0.0], [0.0, 0.0, 0.0], [0.0, 0.0, 0.0], [0.0, 0.0, 0.0], [0.0, 0.0, 0.0], [0.0, 0.0, 0.0], [0.0, 0.0, 0.0], [0.0, 0.0, -0.1], [0.0, -0.1, 0.1], [0.0, 0.1, 0.0], [0.0, 0.0, 0.0], [0.0, 0.0, 0.0], [0.0, 0.0, 0.0], [0.0, 0.0, 0.0], [0.0, 0.0, 0.0], [0.0, 0.0, 0.0], [0.0, 0.1, 0.0], [0.0, -0.2, 0.1], [0.1, 0.1, -0.2], [-0.1, 0.0, -0.1], [0.0, 0.0, 0.1], [0.1, -0.1, 0.1], [0.0, 0.1, 0.0], [0.0, 0.0, 0.0], [0.0, 0.0, 0.0], [0.0, 0.0, 0.0], [0.0, 0.0, -0.1], [-0.1, -0.1, 0.0], [0.0, 0.0, 0.0], [0.0, 0.0, 0.0], [0.0, 0.0, 0.0], [0.0, 0.0, 0.0], [0.0, 0.0, 0.0], [0.0, 0.0, 0.0], [0.0, 0.0, 0.0], [-0.1, 0.0, 0.0], [0.1, 0.0, 0.0], [0.0, 0.2, 0.1], [0.0, -0.1, 0.0], [0.0, 0.0, 0.0], [0.0, 0.0, 0.0], [0.0, 0.0, 0.0], [0.0, 0.0, 0.0], [0.0, 0.0, 0.0], [0.0, 0.0, 0.0], [0.0, 0.0, 0.0], [0.0, 0.0, 0.0], [0.0, 0.0, 0.0]], "mulliken_spin": [0.675, 0.003, 0.005, 0.001, 0.000, 0.000, -0.001, 0.010, 0.000, 0.116, 0.048, 0.001, 0.000, 0.000, 0.000, -0.001, -0.007, 0.010, -0.074, 0.285, -0.051, 0.014, 0.000, 0.001, -0.003, 0.003, 0.001, 0.023, 0.012, 0.027, 0.193, 0.091, -0.088, 0.207, 0.082, -0.002, 0.086, 0.208, -0.048, 0.087, -0.001, 0.010, 0.009, 0.002, 0.000, 0.001, 0.004, -0.014, 0.090, -0.010, 0.002, 0.000, 0.000, 0.000, 0.001, -0.008, -0.001, -0.002, 0.000]}